(1)
C36H38BCrF4N7S2Se as an isolated structure, computed with wB97M-V/def2-TZVPD.

The geometry in XYZ format:
```
90
Properties=species:S:1:pos:R:3:forces:R:3
Cr -1.367870 0.639908 0.635209 -0.5103 -0.0222 0.2701
C -3.358806 0.907126 4.400311 0.0111 -0.0225 0.0683
C -3.796307 0.350670 3.065482 -0.0012 0.1388 0.0335
S -3.268924 1.294144 1.661915 0.1143 -0.0813 -0.0798
C -4.580719 -0.733291 2.999829 -0.1025 -0.0390 0.0331
C -5.009930 -1.425691 4.276536 -0.0011 0.0122 0.0731
S -5.162267 -1.532973 1.550017 0.0063 0.0196 -0.0475
H -2.944124 1.907218 4.281233 -0.0151 0.0072 -0.0006
H -2.587242 0.276416 4.862734 0.0077 0.0154 -0.0067
H -4.187276 0.974413 5.111081 -0.0017 -0.0330 -0.0137
H -5.712892 -0.806181 4.842481 0.0107 0.0014 0.0013
H -4.154000 -1.625267 4.929911 0.0084 0.0092 -0.0113
H -5.499100 -2.372271 4.056471 -0.0029 0.0032 -0.0161
C 2.286112 1.575272 -5.165140 -0.0452 -0.0012 -0.0253
C 3.309189 1.701099 -4.073883 -0.0151 0.0316 0.0644
C 4.652808 1.879689 -4.359654 0.0341 -0.0140 -0.0036
C 5.609205 1.987662 -3.357392 0.0109 -0.0001 -0.0504
C 5.207441 1.894525 -2.036849 -0.0023 0.0012 0.0595
C 3.869939 1.709699 -1.717751 0.0067 0.0087 -0.0214
C 2.909988 1.631860 -2.726640 0.0195 -0.0099 -0.0126
N 1.554031 1.448700 -2.468767 -0.0530 -0.0399 -0.0804
C 0.927968 1.410709 -1.228064 -0.0360 -0.0075 0.1464
N 1.168803 2.505000 -0.478013 0.0210 -0.0132 -0.0413
C 0.916956 2.691618 0.894261 0.0080 0.0648 -0.0011
C -0.047139 1.935439 1.545085 0.0260 -0.0060 0.0319
C -0.182887 2.171367 2.922819 0.0307 -0.0307 -0.0332
C 0.559035 3.125903 3.589815 0.0271 0.0186 0.0054
C 1.486043 3.890026 2.886178 -0.0152 0.0168 0.0195
C 1.684518 3.686631 1.534374 -0.0272 -0.0358 -0.0133
C 2.675765 4.524806 0.771818 0.0213 0.0163 -0.0393
N 0.169365 0.420102 -0.867695 0.2328 0.0785 -0.1801
C 0.155723 -0.650692 -1.826652 -0.0271 0.0323 -0.0187
C -0.882841 -0.700871 -2.751714 0.0719 0.0021 -0.0509
C -0.919834 -1.713620 -3.696022 -0.0206 0.0446 -0.0098
C 0.092843 -2.661430 -3.733070 0.0245 -0.0354 -0.0027
C 1.131581 -2.592776 -2.819982 0.0073 0.0103 -0.0083
C 1.179778 -1.595852 -1.850227 -0.0185 0.0029 -0.0733
C 2.308735 -1.559667 -0.858858 0.0188 -0.0115 0.0367
H 2.746795 1.712946 -6.142013 0.0043 -0.0014 -0.0024
H 1.489021 2.314606 -5.052540 0.0012 -0.0091 0.0055
H 1.813165 0.587169 -5.158909 -0.0006 0.0059 -0.0050
H 4.954541 1.937096 -5.399519 0.0044 0.0026 0.0016
H 6.651584 2.133481 -3.608736 -0.0056 -0.0037 -0.0017
H 5.936683 1.954709 -1.238007 -0.0046 0.0023 -0.0059
H 3.572939 1.606596 -0.683679 -0.0322 0.0211 0.0397
H 1.003017 1.037589 -3.206244 -0.0024 0.0067 0.0127
H 1.579133 3.268371 -0.987201 0.0438 0.0057 -0.0076
H -0.920024 1.602386 3.474283 0.0231 0.0059 -0.0009
H 0.405322 3.297520 4.649009 0.0002 0.0009 -0.0038
H 2.060054 4.657686 3.393747 0.0039 -0.0017 0.0011
H 3.178868 5.220890 1.441962 -0.0049 -0.0029 0.0062
H 2.189567 5.121943 -0.006749 -0.0063 0.0017 0.0073
H 3.442221 3.919410 0.281886 0.0012 -0.0186 -0.0072
H -1.662296 0.049203 -2.714928 0.0248 -0.0153 -0.0231
H -1.746824 -1.763280 -4.392822 -0.0008 0.0017 0.0073
H 0.064602 -3.461511 -4.462390 -0.0008 -0.0040 0.0126
H 1.915275 -3.342699 -2.838413 -0.0032 -0.0038 0.0073
H 2.622975 -2.574600 -0.608304 0.0214 0.0024 -0.0088
H 2.009901 -1.052905 0.059328 -0.0105 -0.0041 0.0078
H 3.176783 -1.030183 -1.261432 -0.0069 0.0149 0.0091
F -1.004754 2.590936 -2.765833 -0.0185 0.0034 0.0292
B -2.223261 2.658274 -2.072911 -0.0712 -0.0529 -0.0352
F -2.631475 3.963800 -1.907305 0.0007 -0.0926 -0.0237
F -3.175522 1.855618 -2.694672 0.0359 0.0685 0.0151
F -2.006065 2.085406 -0.733015 0.0670 0.0970 -0.0373
C 1.572095 -2.266187 4.341016 0.0275 0.0050 -0.0002
N 0.447049 -1.878888 3.522655 -0.0186 0.0596 -0.0749
C -0.811281 -2.437360 3.533565 -0.0282 -0.0453 0.0466
C -1.550485 -1.732788 2.636743 0.0135 -0.0489 -0.1056
N -0.767038 -0.747786 2.079558 0.0993 -0.0910 0.1632
C 0.421534 -0.867189 2.634030 -0.0206 0.0170 -0.0333
H 1.787357 -3.326050 4.209618 0.0033 0.0013 0.0076
H 1.370444 -2.065866 5.393341 0.0044 -0.0079 0.0002
H 2.442600 -1.690642 4.033971 0.0041 -0.0046 0.0092
H -1.054183 -3.283018 4.153174 -0.0079 0.0115 -0.0113
H -2.569289 -1.880920 2.322820 0.0137 -0.0378 -0.0111
H 1.268052 -0.229234 2.441174 -0.0055 -0.0047 -0.0061
Se -4.030970 -0.727676 -0.677912 0.0976 0.0862 -0.0173
N -2.344478 -1.021688 -0.217005 0.0227 -0.0758 -0.1335
C -2.097629 -2.344657 -0.513955 0.0123 -0.0139 0.0906
C -0.947752 -3.073206 -0.182853 -0.0038 0.0424 0.0563
C -0.844370 -4.396273 -0.557042 -0.0064 -0.0212 0.0141
C -1.870170 -5.024652 -1.275373 0.0267 -0.0165 0.0082
C -3.007570 -4.326990 -1.615803 -0.0219 0.0020 -0.0177
C -3.137283 -2.984867 -1.236044 -0.0543 -0.0410 0.0069
N -4.229297 -2.209460 -1.532713 -0.0355 0.0130 -0.0147
H -0.144447 -2.591816 0.359063 -0.0123 -0.0052 0.0249
H 0.046978 -4.954649 -0.293981 0.0008 0.0040 -0.0068
H -1.769792 -6.065700 -1.558560 0.0055 0.0045 0.0015
H -3.815967 -4.792312 -2.165270 -0.0039 0.0042 0.0013
```
Forces are in eV/Å.

The highest occupied orbital energy (alpha / beta) comes out at -4.03 / -4.04 eV. As for the charge: -1. Its spin multiplicity is 2.

(2)
C36H38BaCl2N7O4P2 as an isolated structure in a non-equilibrium geometry, computed with wB97M-V/def2-TZVPD.

The geometry in XYZ format:
```
90
Properties=species:S:1:pos:R:3:forces:R:3
Ba 1.450614 0.770657 1.931129 -0.3409 0.4910 -1.0742
Cl 2.593467 -4.149438 7.353819 -0.0017 -0.0189 0.0360
C 2.729901 -3.312523 5.833260 0.1375 -0.1254 -0.0211
C 1.859053 -2.284588 5.556506 -0.1987 0.1770 0.0557
C 1.898295 -1.566076 4.351577 -0.0424 -0.1285 0.1338
N 0.944167 -0.591038 4.011611 -0.0388 -0.3132 0.3348
C 0.090829 -0.105820 4.916347 0.0878 -0.0498 0.0225
O 0.059024 -0.261534 6.143271 -0.0717 0.0190 0.0541
C -1.028611 0.768644 4.341524 -0.1272 -0.0340 0.1605
C -1.931626 1.324769 5.249737 0.1871 -0.1105 -0.0370
C -3.000879 2.053551 4.779515 -0.0345 0.0237 -0.0483
C -3.147301 2.211118 3.410038 -0.0498 0.0218 0.0447
C -2.198615 1.646066 2.582329 -0.0628 0.0748 -0.1837
N -1.158762 0.940911 3.023436 0.0399 -0.1002 0.1681
C 2.896065 -1.916263 3.409071 0.0457 -0.2708 -0.0036
C 3.761719 -2.967225 3.719831 0.0354 0.1559 -0.1839
C 3.692978 -3.662974 4.902856 -0.0180 -0.0903 0.1617
Cl 4.818790 -4.960062 5.190601 0.0046 -0.0152 0.0081
N 2.957070 -1.330902 2.119807 0.2095 -0.2336 0.2166
C 4.171232 -1.119049 1.605606 -0.0963 -0.1503 -0.0168
O 5.284786 -1.193688 2.130130 0.2510 -0.1057 0.1041
C 4.207100 -0.778180 0.128235 -0.0798 0.1404 -0.1518
C 5.045875 -1.549309 -0.676739 0.1201 -0.1348 0.1877
C 5.185260 -1.244491 -2.009061 -0.0870 0.1521 -0.1072
C 4.508466 -0.135234 -2.505754 0.0484 -0.0438 0.0584
C 3.701934 0.573461 -1.637417 0.1620 0.1176 -0.1861
N 3.520339 0.261665 -0.354821 -0.0724 -0.2893 0.3417
H 1.118329 -2.016378 6.291269 0.0248 -0.0136 -0.0200
H -1.759377 1.150026 6.299597 0.0262 -0.0222 0.0493
H -3.712171 2.489466 5.467655 -0.0494 0.0325 0.0303
H -3.971168 2.767699 2.988549 -0.0513 0.0380 -0.0506
H -2.269263 1.768980 1.508603 -0.0169 0.0025 0.0683
H 4.522062 -3.234963 3.005200 0.0540 -0.0352 -0.0302
H 5.589946 -2.364168 -0.221313 0.0009 -0.0079 0.0302
H 5.823080 -1.841603 -2.645638 0.0403 -0.0275 -0.0637
H 4.605815 0.178450 -3.536264 -0.0033 0.0086 -0.0053
H 3.181999 1.449655 -1.991987 -0.0596 0.1039 -0.0684
C 0.596303 2.483064 -1.747320 -0.0741 0.1634 0.1493
P -0.883533 2.216975 -0.711543 -0.0888 -0.0320 -0.0824
C -1.633653 0.559049 -1.078173 0.0476 0.0035 0.0160
N -2.859585 0.521414 -0.606709 -0.0857 0.3114 -0.0124
C -3.484387 -0.664197 -0.462023 -0.0729 -0.1914 0.0109
C -4.803470 -0.712921 0.046859 0.0249 -0.1065 -0.0069
C -5.399624 -1.922112 0.254537 0.0526 0.0253 -0.0193
C -4.716408 -3.128421 -0.031685 0.0373 0.0387 -0.0181
C -3.446874 -3.104325 -0.529396 -0.0906 0.0660 0.0279
C -2.812177 -1.862628 -0.760513 -0.2236 0.0345 0.0720
N -1.568723 -1.826835 -1.283761 0.0173 -0.1681 -0.0190
C -0.992727 -0.671223 -1.478652 0.2488 0.0845 0.0060
P 0.692215 -0.724944 -2.239006 0.0027 -0.1193 -0.1410
C 1.323415 -2.276021 -1.495579 -0.0755 0.0343 -0.0234
C 0.253100 -1.217103 -4.004004 0.0020 0.0504 0.1213
C -0.333441 0.030416 -4.666717 0.0301 -0.0383 0.0835
C 1.582491 -1.572220 -4.673247 -0.0340 0.0342 0.0451
C -0.724927 -2.376197 -4.160454 0.1063 0.0857 -0.0177
C -2.095598 3.450919 -1.468124 0.0582 -0.1359 0.0840
C -1.304425 4.746045 -1.661187 -0.0309 0.0447 -0.0932
C -3.220914 3.744742 -0.473494 0.1832 0.0040 0.0092
C -2.661191 2.984501 -2.804814 0.0417 -0.0698 0.0593
H 0.966423 3.473597 -1.476061 0.0098 -0.0581 -0.0166
H 0.438276 2.415582 -2.821700 0.0280 -0.0218 -0.0912
H 1.341581 1.763111 -1.444859 0.1287 -0.0816 -0.0228
H -5.302166 0.216289 0.277686 -0.0264 0.0955 0.0156
H -6.401384 -1.963347 0.654544 -0.1023 -0.0191 0.0367
H -5.206406 -4.073093 0.151363 -0.0493 -0.0680 0.0191
H -2.902100 -4.007975 -0.755580 0.0685 -0.0806 -0.0252
H 2.333890 -2.447063 -1.870401 -0.0011 -0.0096 0.0204
H 0.689642 -3.141483 -1.685254 0.0201 0.0204 0.0195
H 1.400305 -2.122204 -0.415450 0.0424 -0.0569 -0.0199
H 0.378423 0.855027 -4.649430 0.0464 0.0887 0.0067
H -1.248933 0.354058 -4.166530 -0.0323 0.0257 0.0177
H -0.579144 -0.181040 -5.707346 -0.0413 -0.0308 -0.1341
H 2.329216 -0.796282 -4.501471 0.0619 0.0327 -0.0122
H 1.438554 -1.677356 -5.749302 -0.0180 -0.0185 -0.1124
H 1.977499 -2.514361 -4.295452 0.0436 -0.0549 0.0364
H -1.719573 -2.110457 -3.818834 -0.1475 0.0218 0.0490
H -0.407892 -3.257870 -3.612008 0.0460 -0.1250 0.0836
H -0.790947 -2.643549 -5.216593 -0.0149 -0.0278 -0.1274
H -0.793741 5.040008 -0.744012 0.0509 0.0430 0.0658
H -1.999151 5.541933 -1.936378 -0.0361 0.0579 0.0043
H -0.567015 4.659613 -2.457276 -0.0044 0.0443 -0.0298
H -2.805516 4.100873 0.470699 -0.0160 0.0100 0.0441
H -3.817266 2.862980 -0.280079 -0.1423 -0.1886 0.0493
H -3.863883 4.526548 -0.879250 -0.0896 0.0820 -0.0461
H -1.862657 2.774679 -3.519586 0.0047 -0.0104 -0.0342
H -3.294231 3.765837 -3.228335 -0.0607 0.0912 -0.0628
H -3.269420 2.087571 -2.687569 -0.0087 -0.0146 -0.0019
O 0.942291 3.384037 1.711590 -0.6121 0.1596 0.0064
N 2.133626 3.744255 1.755815 0.3253 0.9842 -0.3914
O 2.915379 2.922449 2.259960 0.4777 -0.2483 0.3874
```
Forces are in eV/Å.

The highest occupied orbital energy comes out at -4.43 eV. As for the charge: -1.